1.
{"formula": "C35H47N2OSi", "method": "ωB97M-V/def2-TZVPD", "symbols": ["C", "N", "C", "C", "C", "C", "C", "H", "H", "H", "H", "H", "H", "H", "H", "H", "H", "H", "H", "H", "C", "Si", "C", "C", "O", "C", "C", "C", "C", "C", "C", "C", "C", "C", "C", "C", "C", "C", "C", "C", "C", "C", "N", "C", "C", "C", "C", "C", "C", "C", "C", "C", "H", "H", "H", "H", "H", "H", "H", "H", "H", "H", "H", "H", "H", "H", "H", "H", "H", "H", "H", "H", "H", "H", "H", "H", "H", "H", "H", "H", "H", "H", "H", "H", "H", "H"], "xyz": [[3.58962, 0.49614, 4.13125], [2.17329, 0.48983, 3.77888], [1.55990, -0.70597, 4.40580], [0.06128, -0.76760, 4.17508], [-0.64138, 0.50245, 4.66224], [0.05518, 1.75230, 4.11748], [1.55239, 1.70554, 4.36509], [4.07611, 1.38308, 3.71342], [3.71807, 0.50561, 5.22925], [4.07897, -0.39841, 3.73167], [2.05882, -1.59907, 4.00906], [1.75374, -0.66835, 5.49625], [-0.12716, -0.90859, 3.10327], [-0.33602, -1.64700, 4.69535], [-1.69328, 0.49053, 4.35360], [-0.62918, 0.52532, 5.76121], [-0.13669, 1.84743, 3.04058], [-0.34908, 2.65073, 4.59917], [1.73906, 1.70647, 5.45670], [2.05110, 2.58452, 3.93892], [-5.25482, 1.65431, -1.69143], [-4.28348, 0.50157, -2.77442], [-5.36689, -0.72762, -3.65675], [-3.26216, 1.44295, -4.01480], [-3.31451, -0.40100, -1.74276], [-1.91453, -0.41023, -1.52725], [-1.21880, -1.11752, -2.71651], [-1.95813, -1.99167, -3.51742], [-1.38907, -2.54855, -4.66684], [-0.04127, -2.32509, -4.95067], [0.73494, -1.55956, -4.07867], [0.14717, -0.95416, -2.95999], [-1.46901, 1.01616, -1.17668], [-0.63979, 1.77464, -2.00463], [-0.23632, 3.05112, -1.58775], [-0.74999, 3.60540, -0.42089], [-1.68086, 2.89066, 0.34162], [-2.06072, 1.60471, -0.05443], [-1.69812, -1.32169, -0.26607], [-2.17783, -2.77196, -0.45853], [-0.93167, -3.61735, -0.71098], [0.25468, -2.79786, -0.18349], [-0.27529, -1.46375, 0.06487], [0.46999, -0.50526, 0.63951], [1.84307, -0.63687, 0.88104], [2.62745, 0.43280, 1.30634], [4.04992, 0.50384, 1.00596], [4.71061, 1.75326, 0.86733], [6.08604, 1.81956, 0.64655], [6.84342, 0.64317, 0.53499], [6.20025, -0.59842, 0.61070], [4.82221, -0.67170, 0.82090], [-5.85474, 2.32887, -2.31928], [-5.93439, 1.08519, -1.04251], [-4.60125, 2.26379, -1.05382], [-6.05551, -0.18465, -4.32044], [-4.78449, -1.42669, -4.27174], [-5.96076, -1.31048, -2.93994], [-3.93562, 1.77252, -4.82214], [-2.79788, 2.33405, -3.57075], [-2.47087, 0.82534, -4.46342], [-2.99640, -2.22291, -3.26543], [-2.01789, -3.15765, -5.32047], [0.40580, -2.76127, -5.84631], [1.80159, -1.41008, -4.25840], [0.75032, -0.33225, -2.29275], [-0.32956, 1.38629, -2.97424], [0.47824, 3.60098, -2.20570], [-0.44545, 4.60571, -0.10274], [-2.13296, 3.32298, 1.23599], [-2.83249, 1.06273, 0.50401], [-2.23186, -0.87139, 0.58852], [-2.61732, -3.06592, 0.50300], [-2.95380, -2.86723, -1.22007], [-0.98744, -4.58100, -0.19708], [-0.79602, -3.81182, -1.78191], [0.65527, -3.24033, 0.74388], [1.08095, -2.77178, -0.91358], [-0.02202, 0.44845, 0.86055], [2.32257, -1.59558, 0.66560], [2.12550, 1.36702, 1.56431], [4.11322, 2.66854, 0.91012], [6.57527, 2.79181, 0.55536], [7.92262, 0.69580, 0.38396], [6.77622, -1.52057, 0.50033], [4.32994, -1.64736, 0.84398]], "forces_ev_per_angstrom": [[0.12, -0.01, 0.19], [-0.04, 0.02, 1.11], [0.16, 0.34, -0.10], [-0.15, -0.03, -0.07], [0.04, -0.03, -0.01], [-0.15, 0.02, 0.01], [0.16, -0.37, -0.16], [-0.02, -0.14, 0.07], [0.07, 0.01, -0.22], [-0.03, 0.15, 0.06], [-0.07, 0.14, 0.03], [0.03, -0.09, -0.19], [-0.04, 0.00, 0.10], [0.02, 0.11, -0.13], [0.14, 0.01, 0.11], [0.03, 0.01, -0.18], [0.01, 0.00, 0.05], [0.03, -0.12, -0.14], [0.03, 0.08, -0.17], [-0.06, -0.11, 0.07], [-0.26, 0.08, -0.01], [0.30, -0.05, -0.02], [-0.19, -0.02, 0.00], [0.07, 0.21, -0.17], [0.33, -0.40, 0.48], [-0.28, -0.52, -0.21], [0.02, 0.41, 0.47], [-0.02, 0.13, -0.45], [-0.02, 0.02, 0.40], [0.04, -0.03, -0.05], [-0.08, 0.05, 0.27], [0.07, -0.23, -0.39], [-0.29, -0.09, -0.81], [0.09, 0.26, 0.56], [-0.05, -0.17, -0.33], [0.06, 0.04, 0.29], [-0.19, -0.29, -0.18], [0.31, 0.40, 0.24], [-0.66, 0.12, -0.12], [-0.11, 0.16, 0.85], [0.24, -0.21, -0.46], [0.30, -0.78, -0.18], [1.07, 1.41, 1.14], [-0.73, -0.74, -0.53], [0.64, -0.09, 0.33], [-1.17, -0.08, -1.56], [1.18, -0.19, 0.23], [-0.33, -0.42, 0.23], [-0.01, -0.22, -0.12], [-0.50, 0.13, 0.13], [-0.21, 0.00, -0.04], [0.02, 0.38, 0.08], [0.06, -0.10, 0.23], [0.09, 0.17, -0.12], [-0.12, -0.10, -0.20], [0.08, -0.21, 0.14], [-0.15, 0.22, 0.10], [0.06, 0.10, -0.19], [0.24, -0.04, 0.16], [-0.13, -0.18, -0.15], [-0.22, 0.13, 0.07], [0.41, 0.30, -0.20], [0.33, 0.12, 0.18], [-0.12, 0.15, 0.29], [-0.34, -0.08, -0.05], [-0.14, -0.28, -0.30], [0.06, 0.17, 0.41], [-0.34, -0.05, 0.22], [-0.08, -0.34, -0.13], [0.16, -0.01, -0.30], [0.39, 0.25, -0.17], [0.30, -0.10, -0.41], [-0.06, -0.09, -0.26], [0.21, 0.10, 0.15], [-0.01, 0.15, -0.15], [-0.05, 0.04, 0.26], [-0.15, 0.35, -0.15], [-0.29, 0.15, 0.22], [0.06, -0.40, -0.09], [-0.19, 0.47, -0.14], [0.16, -0.22, -0.29], [0.25, -0.25, 0.15], [-0.19, -0.33, 0.02], [-0.34, -0.01, 0.03], [-0.20, 0.33, 0.03], [0.31, 0.31, 0.14]], "lowdin_charge": [-0.099, -0.231, -0.189, -0.178, -0.188, -0.181, -0.191, 0.088, 0.098, 0.091, 0.123, 0.130, 0.088, 0.119, 0.111, 0.119, 0.093, 0.119, 0.131, 0.123, -0.145, 0.418, -0.151, -0.136, -0.166, -0.340, -0.150, -0.047, -0.053, -0.073, -0.059, -0.060, -0.175, -0.041, -0.058, -0.077, -0.070, -0.063, -0.164, -0.093, -0.125, -0.121, -0.013, -0.021, -0.054, 0.014, -0.225, -0.022, -0.060, -0.052, -0.059, -0.021, 0.044, 0.043, 0.025, 0.044, 0.027, 0.043, 0.047, 0.035, 0.040, 0.103, 0.115, 0.110, 0.110, 0.111, 0.113, 0.113, 0.110, 0.112, 0.127, 0.151, 0.126, 0.115, 0.118, 0.111, 0.135, 0.130, 0.134, 0.099, 0.123, 0.121, 0.114, 0.115, 0.114, 0.111], "total_energy_ha": -1835.9692, "homo_lumo_gap_ha": 0.26398, "charge": 1}

---

2.
{"formula": "C35H47N3O3PS2TeTi", "method": "ωB97M-V/def2-TZVPD", "symbols": ["Ti", "N", "C", "C", "C", "C", "C", "C", "C", "C", "N", "C", "H", "H", "H", "H", "H", "H", "H", "H", "C", "C", "O", "N", "Te", "C", "C", "C", "C", "C", "C", "C", "C", "C", "C", "C", "C", "C", "C", "C", "C", "C", "C", "H", "H", "H", "H", "H", "H", "H", "H", "H", "H", "H", "H", "H", "H", "H", "H", "H", "H", "H", "H", "H", "H", "H", "H", "H", "C", "C", "C", "O", "P", "S", "S", "O", "C", "C", "C", "H", "H", "H", "H", "H", "H", "H", "H", "H", "H", "H", "H", "H", "H"], "xyz": [[0.75408, -1.07917, 1.28122], [1.73924, 0.37949, 2.67020], [2.44582, -0.24622, 3.76468], [3.14960, 0.45920, 4.69708], [3.80097, -0.21022, 5.75475], [3.73113, -1.56863, 5.86002], [3.01140, -2.32274, 4.90506], [2.90196, -3.73254, 4.95079], [2.20371, -4.38178, 3.97674], [1.60670, -3.63177, 2.94688], [1.67491, -2.32287, 2.88109], [2.37035, -1.65264, 3.84742], [2.37076, 0.95830, 2.12201], [0.98399, 0.96735, 3.01885], [3.20392, 1.53857, 4.62745], [4.35321, 0.36617, 6.48380], [4.22449, -2.08686, 6.67211], [3.37830, -4.27781, 5.75571], [2.10066, -5.45705, 3.97388], [1.06632, -4.12098, 2.14628], [3.34896, -2.97030, -0.73591], [2.33196, -2.24278, 0.07523], [2.68429, -1.14694, 0.70176], [1.07155, -2.56619, 0.20810], [1.05529, 0.11247, -1.74622], [-0.92498, 0.46610, -2.39341], [-1.55889, 1.70525, -2.25931], [-0.88234, 2.93832, -1.72748], [-2.89249, 1.80680, -2.65201], [-3.59895, 0.72810, -3.15964], [-5.03942, 0.85925, -3.57008], [-2.93855, -0.48879, -3.27851], [-1.61043, -0.64472, -2.90277], [-0.95928, -1.99484, -3.05166], [2.00982, 1.90487, -2.33377], [1.99435, 2.25016, -3.68837], [1.29591, 1.42734, -4.73550], [2.64643, 3.41887, -4.07721], [3.31355, 4.22869, -3.17244], [4.00144, 5.49039, -3.61345], [3.32986, 3.84475, -1.83587], [2.68838, 2.69413, -1.39907], [2.74540, 2.33887, 0.06115], [4.19998, -3.23088, -0.10481], [3.71775, -2.30897, -1.52201], [2.91645, -3.86411, -1.17695], [-0.22933, 2.70643, -0.88540], [-1.62851, 3.65903, -1.39405], [-0.26480, 3.42122, -2.48701], [-3.38972, 2.76537, -2.54806], [-5.42341, 1.85557, -3.35582], [-5.66471, 0.13361, -3.04668], [-5.15816, 0.67546, -4.63897], [-3.47310, -1.34512, -3.67768], [-1.68033, -2.72587, -3.41614], [-0.55521, -2.36292, -2.10406], [-0.12971, -1.95669, -3.76094], [1.60863, 0.38164, -4.69460], [1.51895, 1.81155, -5.72906], [0.21243, 1.44375, -4.60034], [2.63506, 3.69582, -5.12537], [4.05565, 5.55369, -4.69888], [5.01580, 5.54293, -3.21730], [3.46324, 6.36863, -3.25233], [3.85969, 4.45723, -1.11447], [3.31941, 3.08503, 0.60978], [3.21663, 1.36227, 0.20658], [1.73604, 2.29709, 0.48542], [-4.00977, 1.36645, 3.16797], [-4.41193, 0.50279, 1.99396], [-4.53308, 1.24238, 0.68063], [-3.47288, -0.62569, 1.82807], [-1.91255, -0.61225, 1.82196], [-0.95825, -1.18509, 3.44764], [-0.95025, 0.94817, 1.08651], [-1.48417, -1.69821, 0.70147], [-2.02830, -3.05032, 0.43794], [-2.24964, -3.84976, 1.70200], [-3.28094, -2.90765, -0.39718], [-4.79537, 2.10000, 3.35038], [-3.08271, 1.90541, 2.96794], [-3.88403, 0.76705, 4.06940], [-5.34124, -0.01843, 2.21811], [-3.61193, 1.76895, 0.43117], [-5.34019, 1.97242, 0.75556], [-4.76311, 0.55314, -0.13222], [-1.22158, -3.48871, -0.14769], [-3.02202, -3.40289, 2.32984], [-1.34284, -3.94413, 2.29628], [-2.58340, -4.84711, 1.41262], [-4.11455, -2.53947, 0.20035], [-3.54767, -3.88941, -0.79158], [-3.11965, -2.22698, -1.23155]], "forces_ev_per_angstrom": [[0.02, -0.01, 0.23], [0.02, -0.01, 0.02], [-0.02, 0.01, 0.00], [-0.02, -0.05, 0.00], [0.01, 0.02, 0.00], [0.01, 0.00, 0.03], [0.01, -0.04, 0.00], [-0.01, 0.04, -0.03], [0.01, 0.00, 0.01], [-0.03, -0.02, -0.04], [0.08, -0.02, 0.02], [0.00, 0.04, -0.03], [-0.01, 0.02, 0.02], [0.02, 0.02, -0.02], [0.00, 0.01, 0.00], [0.00, 0.00, 0.00], [0.00, 0.00, 0.00], [0.00, 0.00, 0.01], [0.00, 0.00, -0.01], [-0.01, 0.00, 0.01], [-0.02, 0.01, 0.02], [0.14, -0.07, -0.07], [0.02, 0.05, 0.00], [-0.11, -0.05, 0.02], [0.04, -0.07, 0.01], [0.02, 0.04, 0.06], [0.00, -0.02, -0.03], [0.00, -0.01, 0.03], [0.01, -0.01, 0.00], [-0.01, 0.02, -0.01], [-0.01, 0.01, 0.00], [0.01, -0.04, -0.02], [-0.03, 0.05, -0.02], [-0.02, -0.02, -0.01], [-0.02, -0.01, -0.01], [0.03, 0.04, 0.01], [-0.01, 0.00, -0.01], [-0.02, -0.01, -0.02], [0.02, 0.02, 0.01], [-0.01, 0.00, 0.00], [-0.01, -0.03, 0.00], [0.00, 0.05, -0.04], [-0.01, -0.01, 0.02], [-0.01, 0.00, 0.01], [-0.01, 0.00, 0.00], [0.00, 0.00, 0.00], [0.00, 0.03, -0.02], [0.01, 0.00, 0.02], [-0.01, -0.01, -0.02], [-0.01, 0.00, -0.01], [0.00, 0.00, 0.00], [0.00, 0.00, 0.00], [0.00, 0.00, 0.00], [0.00, 0.00, 0.01], [0.00, 0.00, 0.00], [0.00, 0.01, 0.00], [0.01, 0.00, 0.00], [0.01, 0.00, 0.01], [0.00, -0.01, -0.01], [0.00, 0.01, -0.01], [0.00, 0.00, 0.00], [0.00, 0.00, 0.00], [0.00, 0.00, 0.00], [0.00, 0.00, 0.00], [0.00, 0.00, 0.00], [0.00, 0.00, 0.01], [0.00, 0.00, 0.00], [0.01, 0.01, -0.01], [-0.02, 0.01, 0.02], [0.04, -0.02, 0.00], [-0.01, 0.00, -0.02], [0.02, -0.05, 0.05], [-0.07, 0.04, -0.11], [0.01, -0.07, 0.01], [0.02, 0.15, -0.02], [-0.09, -0.11, -0.05], [0.02, 0.08, -0.01], [0.00, 0.01, 0.03], [-0.02, -0.03, -0.02], [0.00, 0.00, 0.01], [0.00, 0.00, -0.02], [-0.01, 0.00, 0.00], [0.00, 0.01, 0.00], [0.01, 0.00, 0.02], [0.00, 0.00, 0.00], [-0.01, 0.00, 0.01], [-0.01, -0.01, 0.01], [-0.01, 0.00, -0.01], [0.02, 0.00, -0.02], [0.00, -0.01, 0.01], [0.01, 0.00, 0.01], [-0.02, 0.01, -0.02], [0.02, -0.01, 0.01]], "lowdin_charge": [0.730, 0.003, -0.217, 0.012, -0.044, -0.009, -0.130, 0.023, -0.011, -0.097, -0.028, -0.170, 0.080, 0.067, 0.126, 0.116, 0.124, 0.129, 0.117, 0.112, 0.011, -0.723, -0.199, -0.020, 1.597, -0.411, -0.311, -0.066, -0.015, -0.263, -0.042, -0.024, -0.321, -0.087, -0.411, -0.306, -0.064, -0.005, -0.254, -0.041, -0.006, -0.306, -0.082, 0.095, 0.089, 0.089, 0.015, 0.087, 0.089, 0.122, 0.077, 0.081, 0.086, 0.125, 0.085, 0.043, 0.074, 0.066, 0.082, 0.075, 0.120, 0.078, 0.084, 0.087, 0.122, 0.087, 0.066, 0.047, -0.052, -0.401, -0.040, -0.266, -0.110, 0.466, 0.440, -0.432, -0.406, -0.053, -0.022, 0.095, 0.064, 0.088, 0.147, 0.053, 0.097, 0.085, 0.116, 0.083, 0.051, 0.098, 0.084, 0.099, 0.063], "total_energy_ha": -4007.1308, "homo_lumo_gap_ha": 0.25189, "charge": 1, "de_lowest_kj_mol": 1.8}